No. 1
Entry from the OMol25 dataset: a 3-piece molecular cluster, C22H59BN9O5P2 overall at a distorted geometry (ωB97M-V/def2-TZVPD).

Structure (XYZ):
```
98
Properties=species:S:1:pos:R:3
C -0.136 -4.707 1.918
N -0.244 -3.789 0.760
C -0.763 -4.491 -0.445
B -1.173 -2.709 1.033
O -2.513 -2.990 1.296
C -0.700 -1.174 0.987
C 0.759 -0.868 1.359
N 1.056 -0.739 2.777
C 1.292 -2.019 3.452
C 2.240 -1.912 4.659
C 1.591 -1.985 6.055
C 0.570 -3.092 6.156
O 0.824 -4.241 6.120
O -0.739 -2.673 6.338
C 0.124 0.120 3.478
C -1.358 -0.113 3.176
N -1.631 -0.244 1.712
H -0.295 -5.739 1.604
H -0.882 -4.504 2.696
H 0.850 -4.659 2.379
H -1.381 -5.354 -0.184
H 0.056 -4.821 -1.086
H -1.407 -3.820 -1.026
H -2.817 -2.615 2.130
H -0.810 -0.915 -0.076
H 1.414 -1.606 0.901
H 1.028 0.090 0.890
H 1.761 -2.665 2.711
H 0.337 -2.513 3.712
H 3.025 -2.661 4.575
H 2.725 -0.936 4.580
H 2.378 -2.226 6.773
H 1.167 -1.030 6.368
H -1.017 -2.207 5.541
H 0.244 -0.076 4.546
H 0.386 1.174 3.340
H -1.780 -0.968 3.708
H -1.908 0.767 3.515
H -2.608 -0.512 1.570
H -1.532 0.689 1.301
O 2.150 1.488 -0.008
P 3.249 2.323 -0.561
N 2.512 3.458 -1.580
C 2.732 3.588 -3.008
C 1.298 4.060 -1.053
N 4.203 1.196 -1.389
C 4.878 1.441 -2.650
C 3.860 -0.214 -1.232
N 4.576 3.252 -0.076
C 5.405 2.585 0.954
C 4.278 4.620 0.397
H 3.786 3.723 -3.245
H 2.234 4.487 -3.371
H 2.348 2.734 -3.578
H 1.497 4.963 -0.463
H 0.774 3.351 -0.410
H 0.613 4.337 -1.854
H 4.204 1.360 -3.509
H 5.676 0.708 -2.785
H 5.357 2.419 -2.659
H 3.029 -0.523 -1.880
H 3.588 -0.437 -0.204
H 4.733 -0.820 -1.480
H 4.876 2.478 1.906
H 6.306 3.173 1.124
H 5.709 1.599 0.610
H 3.532 4.646 1.197
H 3.934 5.238 -0.429
H 5.196 5.067 0.775
O -3.426 0.817 -0.696
P -3.499 0.297 -2.091
N -2.509 1.315 -3.006
C -2.920 2.153 -4.119
C -1.247 1.653 -2.365
N -5.138 0.427 -2.467
C -5.665 0.807 -3.767
C -6.050 0.808 -1.390
N -3.289 -1.128 -2.976
C -3.948 -2.300 -2.354
C -1.894 -1.503 -3.290
H -3.417 1.577 -4.896
H -2.037 2.582 -4.592
H -3.574 2.976 -3.813
H -0.466 0.917 -2.597
H -1.342 1.696 -1.278
H -0.880 2.625 -2.690
H -5.639 1.888 -3.929
H -6.706 0.485 -3.844
H -5.131 0.307 -4.573
H -6.063 1.888 -1.209
H -5.786 0.312 -0.461
H -7.060 0.490 -1.654
H -3.481 -2.583 -1.403
H -3.887 -3.149 -3.033
H -4.999 -2.089 -2.175
H -1.250 -1.552 -2.404
H -1.466 -0.799 -3.999
H -1.893 -2.483 -3.764
```

Calculated values
E: -66669.956 eV
Highest occupied orbital energy: -0.3929 Eh
Net charge: +1

These are the Mulliken partial charges, in e, on atoms 1 to 8: -1.010 -0.282 -1.122 0.834 -0.728 0.752 -1.752 0.382

---

No. 2
Entry from the OMol25 dataset: a 2-piece molecular cluster, C11H15N overall at a distorted geometry (ωB97M-V/def2-TZVPD).

Structure (XYZ):
```
27
Properties=species:S:1:pos:R:3
C 1.239 0.636 3.372
C 0.461 1.522 2.559
C -0.340 2.730 2.806
N -0.953 3.158 1.690
C -0.832 2.160 0.760
C -1.348 2.115 -0.553
C -0.890 1.126 -1.417
C 0.060 0.173 -0.934
C 0.518 0.171 0.375
C 0.042 1.170 1.245
H 2.235 0.920 3.554
H 1.428 -0.180 2.550
H 0.739 0.178 4.203
H -0.350 3.159 3.835
H -1.514 3.992 1.704
H -1.907 2.850 -0.850
H -1.251 0.921 -2.447
H 0.631 -0.495 -1.589
H 1.502 -0.194 0.686
C -0.173 -2.874 -3.305
C 0.253 -3.753 -2.081
H -0.267 -3.295 -4.322
H -1.086 -2.370 -3.156
H 0.558 -2.130 -3.493
H 0.031 -4.746 -2.253
H -0.108 -3.481 -0.973
H 1.321 -3.463 -1.967
```

Calculated values
E: -13138.179 eV
SMILES: Cc1c[nH]c2ccccc12.CC
Highest occupied orbital energy: -0.2765 Eh
Relative energy (zero: lowest compared OMol25 entry of this formula, charge and spin): 252.1 kJ/mol

These are the Mulliken partial charges, in e, on atoms 1 to 8: -0.897 0.204 -0.652 0.004 -0.332 -0.868 -0.533 -0.346

---

No. 3
Entry from the OMol25 dataset: C7H13N2O as an isolated structure at a distorted geometry (ωB97M-V/def2-TZVPD).

Structure (XYZ):
```
23
Properties=species:S:1:pos:R:3
C 4.188 0.731 -0.240
C -0.778 1.279 0.145
C 3.085 0.089 0.046
C 1.603 1.286 0.167
C 2.754 -1.319 0.343
C -3.135 1.649 0.069
C -2.247 -0.632 0.048
N -1.973 0.790 0.075
N 0.368 0.602 0.192
O 1.715 2.465 0.177
H 5.135 0.226 -0.336
H 4.190 1.797 -0.392
H -0.656 2.361 0.157
H 2.149 -1.406 1.248
H 3.682 -1.869 0.516
H 2.236 -1.795 -0.495
H -2.851 2.694 0.175
H -3.686 1.527 -0.866
H -3.794 1.375 0.894
H -1.532 -1.166 -0.580
H -2.223 -1.049 1.058
H -3.242 -0.796 -0.361
H 0.398 -0.413 0.189
```

Calculated values
E: -12489.775 eV
Highest occupied orbital energy: -0.4937 Eh
Net charge: +1
Relative energy (zero: lowest compared OMol25 entry of this formula, charge and spin): 218.3 kJ/mol

These are the Mulliken partial charges, in e, on atoms 1 to 8: -0.877 0.217 0.741 0.362 -1.363 -0.908 -1.074 0.061

---

No. 4
Entry from the OMol25 dataset: an isolated ion of composition C3H2N3OS2 and charge -1 at a distorted geometry (ωB97M-V/def2-TZVPD).

Structure (XYZ):
```
11
Properties=species:S:1:pos:R:3
O 1.705 1.089 -2.708
C 1.060 0.328 -2.005
C 1.122 0.142 -0.669
N 1.184 0.407 0.517
C 0.309 0.283 1.486
S 0.493 0.647 3.093
N -0.928 -0.383 1.225
N -1.277 -0.589 -0.012
S -2.751 -1.003 -0.416
H 0.468 -0.358 -2.548
H -1.385 -0.563 2.035
```

Calculated values
E: -31328.851 eV
SMILES: [O-]C=C=NC(=S)NN=S
Highest occupied orbital energy (alpha / beta): -0.1097 / -0.1197 Eh
Net charge: -1
Relative energy (zero: lowest compared OMol25 entry of this formula, charge and spin): 210.7 kJ/mol

These are the Mulliken partial charges, in e, on atoms 1 to 8: -0.620 -0.169 0.460 -0.238 0.142 -0.558 0.119 -0.310